The following is a quantum chemistry calculation of 7 unconnected molecules or ions with the total composition C27H30BF4O15 in a non-equilibrium geometry, from the Open Molecules 2025 dataset.

Computed properties:
Total charge: -1
Strongest force on any atom (Eh/bohr): 0.28875
LUMO (Ha): -0.02025
ΔE to the lowest compared entry with this formula, charge and spin (kJ/mol): 93.6

Geometry as XYZ:
```
77
Properties=species:S:1:pos:R:3:forces:R:3
F 9.604 0.746 4.972 0.07 -0.13 0.39
F 10.503 2.683 4.125 0.13 1.12 0.61
F 9.155 1.314 2.846 0.33 0.28 -0.02
F 11.297 0.699 3.443 0.68 -0.42 -0.21
O 10.742 1.245 9.967 0.05 -0.73 -1.96
O 7.939 7.421 5.005 -0.61 0.20 -0.33
O 13.246 5.822 0.960 0.43 -0.69 1.43
O 16.909 -5.034 4.668 8.52 -3.56 2.64
O 15.740 -6.405 2.647 -2.25 1.53 -0.34
O 11.601 4.088 2.250 4.32 -1.71 3.78
O 5.700 -4.221 5.147 -1.74 1.65 2.30
O 17.270 4.248 3.116 -0.46 -0.98 0.86
O 12.052 -3.306 2.882 3.17 -0.77 1.57
O 7.771 -6.891 1.610 -12.09 -3.00 8.09
O 9.340 -5.027 1.187 1.93 0.07 -1.73
O 7.641 -2.145 4.717 2.29 0.19 -1.12
O 4.155 1.184 2.481 0.36 -0.46 2.24
O 15.591 2.547 4.574 2.07 -1.05 1.44
O 13.351 -1.815 4.971 -0.07 -2.17 -2.58
C 9.134 0.642 8.223 0.60 -0.47 -0.48
C 15.936 4.147 2.919 -1.54 4.79 -4.52
C 15.116 3.240 3.722 -2.37 -0.15 -0.23
C 6.506 -5.471 3.521 6.47 -1.71 -7.66
C 13.733 -4.802 2.762 9.42 -6.35 0.42
C 15.901 -4.676 4.321 -9.37 4.82 -2.24
C 15.155 -5.304 3.203 -4.79 -0.72 -2.89
C 13.675 3.161 3.536 -3.32 3.96 -4.57
C 7.573 -5.807 2.324 -4.71 3.23 6.51
C 6.483 -4.250 4.251 0.58 -2.57 -0.73
C 7.561 6.393 4.501 1.76 -1.73 1.22
C 13.872 -3.015 4.430 4.71 1.33 2.85
C 12.976 4.066 2.572 1.18 -1.28 1.17
C 15.256 5.053 1.914 2.97 -1.67 3.70
C 4.582 1.064 3.637 0.33 0.23 -2.04
C 8.561 -3.452 2.792 -6.76 -3.04 5.41
C 7.091 6.262 3.060 6.36 6.19 1.81
C 13.776 5.097 1.802 0.52 -0.27 -1.66
C 13.195 -3.741 3.300 -5.61 6.23 1.47
C 15.215 -3.487 4.899 -6.02 -0.53 -4.00
C 10.567 0.979 8.778 -1.30 1.07 0.35
C 4.069 0.013 4.608 -3.31 0.86 0.17
C 7.805 5.010 5.295 -1.56 -0.49 0.39
C 11.611 1.129 7.672 2.89 -7.28 2.49
C 8.576 -4.710 2.055 -0.74 0.82 1.05
C 5.717 1.937 4.131 0.18 0.82 0.39
C 7.548 -3.310 3.979 6.24 3.97 -4.52
B 10.159 1.379 3.834 -1.31 -1.37 -0.39
H 8.395 4.249 4.665 -1.29 1.01 0.76
H 9.125 -2.621 2.744 2.45 2.23 -0.90
H 8.433 -6.677 1.196 11.96 3.06 -8.05
H 13.034 2.418 3.974 0.40 -0.39 0.50
H 8.537 -1.487 4.532 -3.54 -2.86 0.32
H 11.510 3.521 3.113 -2.47 0.62 -1.87
H 17.580 3.642 3.854 -0.96 0.66 -1.06
H 6.747 1.689 3.727 -1.05 -0.50 1.17
H 8.356 0.934 8.960 0.54 -0.11 -0.56
H 5.883 -6.268 3.593 -2.21 -1.71 1.02
H 6.834 7.240 2.660 -0.08 0.05 0.09
H 9.133 -0.486 8.135 -0.18 1.06 -0.04
H 5.665 2.963 3.815 -0.66 0.50 -1.11
H 16.516 -6.730 3.101 0.57 0.50 0.73
H 6.699 4.652 5.573 2.34 0.22 -0.89
H 12.686 -1.408 4.311 1.02 -1.09 1.17
H 15.824 5.911 1.409 -0.79 -1.69 0.74
H 8.952 1.057 7.157 0.38 -0.61 1.88
H 15.805 -3.176 5.651 1.25 2.12 2.72
H 3.695 -0.859 4.080 -0.10 0.06 -0.39
H 12.711 0.955 8.119 -2.46 0.77 -0.87
H 11.512 0.263 6.875 -0.14 1.95 1.44
H 11.514 2.014 7.258 -0.40 4.36 -2.26
H 5.533 2.153 5.200 1.09 -1.03 0.01
H 3.079 0.444 5.163 2.41 -0.79 -1.15
H 6.420 5.641 2.923 -6.65 -6.05 -1.13
H 4.736 -0.373 5.339 0.85 0.26 0.68
H 13.187 -5.307 2.048 -0.71 -1.16 -1.53
H 8.323 5.049 6.320 -0.62 0.68 -1.72
H 7.962 5.918 2.519 0.40 -0.14 -0.21
```
Forces are in eV/Å.

The following is a quantum chemistry calculation of a molecular structure, C13H25Cl2LiN3NbO3 in a non-equilibrium geometry, from the Open Molecules 2025 dataset.

Computed properties:
Total charge: +2
Strongest force on any atom (Eh/bohr): 0.08689
LUMO (alpha / beta) (Ha): -0.33016 / -0.33012

Geometry as XYZ:
```
48
Properties=species:S:1:pos:R:3:forces:R:3
Nb -0.287 -0.634 0.500 -1.44 4.11 0.87
Cl 1.829 -2.791 2.528 -1.33 -0.63 0.18
Cl 0.405 -5.285 1.603 -0.15 0.96 0.64
O -0.230 -2.736 0.318 -0.94 -0.01 1.12
O -1.353 -1.842 1.986 1.14 -1.73 -0.79
O -0.071 1.654 4.276 -0.03 -1.48 -3.17
N -1.617 0.557 -0.369 1.58 -2.85 0.84
N 1.466 -1.175 -0.592 -1.84 4.00 -0.76
N -0.041 0.550 2.096 0.04 -0.02 1.00
C -2.276 1.842 -0.070 -0.16 1.09 0.40
C -0.611 -2.797 1.573 -0.46 1.80 -1.13
C 2.037 0.955 -1.723 0.21 0.35 -0.09
C 3.803 -0.766 -1.274 -0.05 0.05 0.07
C -3.123 2.320 -1.252 0.05 -0.08 -0.23
C -3.178 1.648 1.153 -0.11 -0.20 0.14
C -2.422 -0.437 -1.116 0.11 0.31 -0.51
C 2.501 -0.127 -0.744 0.58 0.50 -0.45
C -0.069 1.123 3.226 0.12 -0.29 0.21
C -1.216 2.894 0.239 0.15 0.26 -0.09
C 0.178 -3.711 2.411 1.04 -1.42 0.54
C 2.795 0.475 0.623 0.10 0.16 0.04
C 1.097 -1.820 -1.865 0.06 -0.23 -0.40
Li 1.751 -2.581 0.150 1.04 -3.58 1.29
H -3.987 1.671 -1.432 0.14 0.15 -0.02
H 1.280 -2.915 -1.813 -0.26 0.34 -0.28
H 1.911 0.955 1.066 0.42 0.04 -0.19
H -2.076 -1.470 -0.889 -0.16 -0.01 -0.13
H -0.230 -3.825 3.410 0.25 -0.04 0.13
H -2.520 2.386 -2.164 -0.14 0.03 0.09
H 3.158 -0.292 1.322 -0.01 0.21 -0.09
H -0.635 2.641 1.131 -0.13 0.14 -0.26
H 1.062 1.386 -1.440 0.24 -0.13 -0.01
H -0.535 3.021 -0.612 -0.14 0.05 0.19
H -3.666 2.600 1.402 0.09 -0.32 -0.09
H 3.574 1.243 0.507 -0.25 -0.24 0.20
H 4.149 -1.567 -0.598 0.00 0.24 -0.20
H -3.509 3.323 -1.027 0.13 -0.31 -0.05
H -2.594 1.316 2.020 -0.18 0.11 -0.15
H -2.335 -0.281 -2.203 -0.01 -0.12 0.37
H 3.682 -1.177 -2.286 0.15 0.12 0.29
H 4.581 0.013 -1.311 -0.22 -0.39 -0.02
H 2.771 1.776 -1.741 -0.27 -0.25 -0.07
H 1.710 -1.414 -2.680 -0.32 -0.31 0.22
H 0.042 -1.646 -2.132 0.24 -0.28 -0.06
H 1.957 0.562 -2.744 -0.01 0.24 0.22
H -3.485 -0.374 -0.833 0.47 -0.24 0.12
H -3.950 0.897 0.943 0.03 0.21 0.15
H -1.720 3.854 0.425 0.22 -0.29 -0.07
```
Forces are in eV/Å.

The following is a quantum chemistry calculation of a single C5H8N2 molecule in a non-equilibrium geometry, from the Open Molecules 2025 dataset.

Computed properties:
Strongest force on any atom (Eh/bohr): 0.02384
LUMO (alpha / beta) (Ha): 0.00090 / 0.00553
ΔE to the lowest compared entry with this formula, charge and spin (kJ/mol): 493.6

Geometry as XYZ:
```
15
Properties=species:S:1:pos:R:3:forces:R:3
N 1.877 0.482 1.813 -0.20 -0.02 0.09
N -0.923 -1.544 1.208 0.16 -0.12 0.20
C -0.424 -0.293 0.707 -0.04 0.15 -0.21
C 0.937 0.299 1.044 0.12 0.32 -0.38
C 1.288 1.146 -0.109 0.66 0.90 0.23
C -0.948 0.265 -1.742 -0.28 -0.15 -0.05
C -0.174 -0.291 -0.802 -0.83 -0.86 -0.25
H -0.211 -2.264 1.161 -0.05 0.01 0.04
H 2.178 1.024 -0.708 0.10 -0.15 0.22
H -1.751 0.953 -1.488 0.06 -0.13 0.01
H -0.824 0.008 -2.790 0.11 0.23 0.11
H -1.152 0.496 0.949 0.09 -0.12 -0.10
H 0.602 -0.995 -1.109 -0.20 0.01 0.01
H -1.217 -1.457 2.174 0.03 -0.05 -0.06
H 0.785 2.110 -0.180 0.26 -0.01 0.17
```
Forces are in eV/Å.

The following is a quantum chemistry calculation of a single CH2O2S molecule in a non-equilibrium geometry, from the Open Molecules 2025 dataset.

Computed properties:
Strongest force on any atom (Eh/bohr): 0.03500
LUMO (Ha): -0.01950
SMILES: C=S(=O)=O
ΔE to the lowest compared entry with this formula, charge and spin (kJ/mol): 262.8

Geometry as XYZ:
```
6
Properties=species:S:1:pos:R:3:forces:R:3
S -1.915 -0.018 0.084 0.30 -0.63 -1.66
O -2.555 1.262 -0.048 -0.19 -0.53 0.46
O -2.627 -1.270 -0.065 0.49 1.04 0.74
C -0.327 0.025 -0.056 -0.59 -0.03 0.32
H 0.037 1.015 -0.113 0.26 0.89 0.10
H 0.382 -0.761 0.069 -0.27 -0.74 0.04
```
Forces are in eV/Å.

The following is a quantum chemistry calculation of a single C4H6BNO4 molecule in a non-equilibrium geometry, from the Open Molecules 2025 dataset.

Computed properties:
Strongest force on any atom (Eh/bohr): 0.07285
LUMO (Ha): 0.00056
ΔE to the lowest compared entry with this formula, charge and spin (kJ/mol): 80.9

Geometry as XYZ:
```
16
Properties=species:S:1:pos:R:3:forces:R:3
O -0.749 -1.749 -0.164 0.89 -2.69 1.99
O 2.124 -0.160 -1.404 0.86 1.57 -0.45
O 1.258 1.880 -0.181 0.85 1.81 0.12
O 0.963 -0.229 2.312 0.51 0.12 0.29
N -2.305 1.408 0.631 1.00 -1.04 1.23
C 0.804 -0.208 -1.108 -2.69 -2.60 -0.07
C 0.617 -1.298 0.052 -0.47 0.97 -2.03
C 0.317 1.104 -0.359 0.74 -1.19 -1.63
C 0.561 -0.294 1.220 -1.96 -0.38 -0.51
B -1.061 1.207 0.150 0.91 -0.93 0.74
H -0.857 -2.644 0.343 0.16 2.53 -1.31
H -3.090 1.839 0.242 -0.98 0.83 -0.83
H 1.435 -2.078 -0.020 -1.10 0.63 0.48
H 0.104 -0.570 -2.022 1.51 0.95 1.92
H -2.476 0.995 1.537 -0.30 0.03 0.00
H 2.355 0.796 -1.228 0.06 -0.62 0.07
```
Forces are in eV/Å.

Number 1: E -2599.60723 a.u.. Number 2: E -1884.71670 a.u.. Number 3: E -304.64748 a.u.. Number 4: E -587.88670 a.u.. Number 5: E -536.47631 a.u..